Density functional theory data (ωB97M-V/def2-TZVPD) for a molecular structure, C36H49Cl2IrN8O5PSSb in a non-equilibrium geometry.

As for the total charge: +1. As for the spin multiplicity: 6. The relative energy (zero: lowest compared OMol25 entry of this formula, charge and spin) comes out at 0.0 kcal per mole. The calculation puts the HOMO energy (alpha / beta) at -9.1 / -10.6 eV. Its HOMO-LUMO gap (alpha / beta) is 0.27063 / 0.22891 Ha.

The geometry in XYZ format:
```
104
Properties=species:S:1:pos:R:3:forces:R:3
Ir 0.556 0.310 1.244 -0.2 0.1 0.1
C -4.121 2.997 2.986 -0.1 0.2 0.0
N -3.364 1.998 2.261 0.1 -0.1 0.0
C -3.755 1.400 1.100 0.0 -0.1 -0.2
C -2.696 0.651 0.672 -0.1 0.1 -0.1
N -1.673 0.782 1.556 0.2 0.1 -0.2
C -2.086 1.606 2.505 -0.1 0.0 0.2
P -1.205 1.954 4.064 0.3 -0.3 -0.5
C -0.640 0.228 4.292 0.0 0.1 0.1
N -0.034 -0.549 3.407 0.1 0.1 -0.1
C 0.032 -1.794 3.953 0.0 0.0 0.1
C -0.537 -1.771 5.195 0.1 -0.1 -0.1
N -0.957 -0.491 5.401 0.1 0.0 0.0
C -1.628 -0.010 6.594 -0.2 0.1 0.1
C 0.341 2.668 3.394 0.0 -0.1 0.2
N 1.224 2.028 2.647 -0.2 0.0 0.0
C 2.252 2.889 2.424 0.1 0.1 0.1
C 1.997 4.068 3.063 0.2 -0.1 -0.1
N 0.785 3.921 3.676 -0.1 -0.2 0.0
C 0.139 4.906 4.520 0.0 0.2 0.2
H -5.182 2.842 2.805 0.0 -0.1 0.0
H -3.852 3.996 2.637 0.0 0.0 0.0
H -3.922 2.928 4.053 0.0 -0.1 0.0
H -4.734 1.542 0.679 0.0 0.1 0.0
H -2.610 0.008 -0.182 0.0 0.0 -0.1
H 0.474 -2.623 3.426 0.0 0.0 0.0
H -0.682 -2.548 5.924 0.0 0.0 0.0
H -1.535 -0.751 7.383 0.1 0.0 -0.1
H -2.687 0.155 6.401 0.0 0.0 0.0
H -1.182 0.923 6.933 0.0 0.0 0.0
H 3.105 2.599 1.836 0.0 0.1 0.0
H 2.578 4.971 3.132 -0.1 0.1 0.0
H 0.613 4.937 5.501 0.0 0.0 0.0
H -0.908 4.644 4.651 0.0 0.0 0.0
H 0.202 5.892 4.065 0.0 0.0 -0.1
C 2.928 1.544 -1.300 -0.2 -0.1 0.1
C 3.446 0.534 -0.353 0.0 0.0 0.1
C 4.732 -0.102 -0.436 0.2 -0.3 0.2
C 4.839 -0.896 0.666 0.2 0.1 -0.4
C 3.617 -0.730 1.399 -0.2 0.1 0.1
C 3.271 -1.360 2.689 0.0 0.1 0.0
N 2.794 0.132 0.759 -0.2 0.1 -0.1
H 3.476 2.484 -1.177 0.0 0.0 0.0
H 1.874 1.738 -1.114 0.0 0.0 0.0
H 3.084 1.216 -2.330 0.0 0.0 0.0
H 5.453 0.049 -1.223 0.0 0.0 0.0
H 5.662 -1.528 0.956 0.0 0.0 0.0
H 4.139 -1.386 3.348 0.0 0.0 0.0
H 2.945 -2.393 2.534 0.0 0.0 0.0
H 2.458 -0.812 3.160 0.0 0.0 0.1
C -0.369 1.216 -6.200 -0.1 0.0 0.0
C 0.069 1.669 -4.815 0.1 -0.5 0.5
C 1.430 2.346 -4.844 -0.1 0.0 0.1
Sb 0.045 0.030 -3.304 -0.3 0.4 -0.9
C 1.625 -1.450 -4.038 -0.3 0.2 0.3
C 1.356 -2.829 -3.465 -0.1 0.1 0.1
C 1.725 -1.469 -5.552 0.0 0.1 0.0
C -2.018 -0.755 -3.551 0.6 0.3 0.1
C -2.970 0.426 -3.632 0.1 0.1 0.1
C -2.142 -1.716 -4.722 0.1 -0.1 0.1
H -0.504 2.100 -6.830 0.0 0.0 0.0
H -1.318 0.683 -6.181 0.0 0.0 -0.1
H 0.377 0.585 -6.680 -0.1 0.0 0.0
H -0.670 2.350 -4.396 0.0 -0.1 0.1
H 2.217 1.656 -5.156 0.0 0.0 0.0
H 1.687 2.756 -3.866 0.1 0.0 0.0
H 1.414 3.169 -5.563 0.0 0.0 0.0
H 2.536 -1.041 -3.596 0.0 0.0 0.0
H 0.456 -3.274 -3.894 0.0 0.0 0.0
H 1.247 -2.787 -2.386 0.0 -0.1 0.2
H 2.197 -3.487 -3.702 0.0 0.0 0.0
H 0.779 -1.750 -6.017 0.0 0.0 0.0
H 2.465 -2.222 -5.839 0.0 0.0 0.0
H 2.057 -0.516 -5.959 0.0 0.0 0.0
H -2.177 -1.296 -2.626 0.0 -0.1 0.3
H -2.906 0.935 -4.595 0.0 0.0 0.0
H -2.765 1.158 -2.851 -0.1 0.0 0.0
H -3.993 0.062 -3.504 0.0 0.0 -0.1
H -2.102 -1.208 -5.686 0.0 0.0 0.0
H -3.111 -2.215 -4.636 0.0 0.0 -0.1
H -1.377 -2.493 -4.702 -0.1 0.0 -0.1
Cl -2.729 4.322 -0.386 -0.2 -0.1 0.0
C -1.006 4.284 -0.789 0.1 -0.3 0.0
Cl -0.093 5.173 0.435 0.1 0.2 -0.1
C -0.528 2.795 -0.896 0.3 0.7 0.5
O -0.829 2.259 -1.984 0.2 -0.5 0.1
O 0.125 2.387 0.087 -0.3 -0.3 -0.8
H -0.887 4.783 -1.745 0.0 0.0 0.1
O -3.283 -3.771 -0.422 0.1 -0.1 0.0
S -2.538 -3.417 0.754 0.1 0.2 -0.2
O -3.266 -3.160 1.963 0.1 -0.1 0.1
N -1.557 -2.145 0.398 -0.2 -0.1 0.0
C -0.298 -2.472 0.463 0.1 0.1 -0.3
O 0.666 -1.682 0.172 -0.1 -0.1 0.4
C -0.034 -3.886 0.865 0.1 -0.3 0.0
C 1.183 -4.523 1.037 0.0 0.1 0.0
C 1.180 -5.869 1.380 0.1 0.0 0.1
C -0.012 -6.567 1.538 -0.1 0.1 0.0
C -1.235 -5.922 1.379 -0.2 -0.1 0.0
C -1.215 -4.586 1.050 0.0 0.4 -0.1
H 2.113 -3.985 0.897 0.0 0.0 -0.1
H 2.121 -6.383 1.529 0.0 0.0 0.0
H 0.010 -7.619 1.786 0.0 0.0 0.0
H -2.173 -6.446 1.501 0.0 -0.1 0.0
```
Positions in Å, forces in eV/Å.

Mulliken atomic charge list, values in e, 99 entries: atom 1 (Ir): 4.5992, atom 2 (C): -0.9358, atom 3 (N): 0.3850, atom 4 (C): -1.2053, atom 5 (C): -0.5156, atom 6 (N): 0.2883, atom 7 (C): -0.0428, atom 8 (P): -0.5740, atom 9 (C): -0.4335, atom 10 (N): 0.2194, atom 11 (C): -0.7632, atom 12 (C): -0.9589, atom 13 (N): 0.1798, atom 14 (C): -0.8583, atom 15 (C): -0.1056, atom 16 (N): 0.0218, atom 17 (C): -0.4673, atom 18 (C): -1.2288, atom 19 (N): 0.3483, atom 20 (C): -0.9154, atom 21 (H): 0.3680, atom 22 (H): 0.3041, atom 23 (H): 0.3348, atom 24 (H): 0.4830, atom 25 (H): 0.4816, atom 26 (H): 0.5864, atom 27 (H): 0.4829, atom 28 (H): 0.3414, atom 29 (H): 0.3016, atom 30 (H): 0.3478, atom 31 (H): 0.5471, atom 32 (H): 0.4885, atom 33 (H): 0.3220, atom 34 (H): 0.3435, atom 35 (H): 0.3482, atom 36 (C): -0.1957, atom 37 (C): 0.0322, atom 38 (C): -1.0408, atom 39 (C): -1.1545, atom 40 (C): 0.3886, atom 41 (C): -0.8103, atom 42 (N): 0.5460, atom 43 (H): 0.4984, atom 44 (H): -0.6624, atom 45 (H): 0.3506, atom 46 (H): 0.5822, atom 47 (H): 0.5665, atom 48 (H): 0.5094, atom 49 (H): 0.0565, atom 50 (H): -0.0916, atom 51 (C): -1.3547, atom 52 (C): 0.4721, atom 53 (C): -1.2693, atom 54 (Sb): 0.5421, atom 55 (C): 0.4853, atom 56 (C): -1.3651, atom 57 (C): -1.5270, atom 58 (C): 0.5511, atom 59 (C): -1.3240, atom 60 (C): -1.3674, atom 61 (H): 0.5008, atom 62 (H): 0.2025, atom 63 (H): 0.2115, atom 64 (H): 0.4233, atom 65 (H): 0.2323, atom 66 (H): 0.2258, atom 67 (H): 0.4696, atom 68 (H): 0.3692, atom 69 (H): 0.2500, atom 70 (H): 0.1991, atom 71 (H): 0.4844, atom 72 (H): 0.2990, atom 73 (H): 0.5018, atom 74 (H): 0.2829, atom 75 (H): 0.2956, atom 76 (H): 0.2782, atom 77 (H): 0.2255, atom 78 (H): 0.4935, atom 79 (H): 0.2696, atom 80 (H): 0.4704, atom 81 (H): 0.2359, atom 82 (Cl): -0.1768, atom 83 (C): 0.0539, atom 84 (Cl): -0.1701, atom 85 (C): -0.2777, atom 86 (O): -0.6628, atom 87 (O): -0.5283, atom 88 (H): 0.4672, atom 89 (O): -0.7046, atom 90 (S): 1.2848, atom 91 (O): -0.7225, atom 92 (N): 0.0497, atom 93 (C): -0.1675, atom 94 (O): -0.8991, atom 95 (C): 0.2815, atom 96 (C): -0.0861, atom 97 (C): -0.8976, atom 98 (C): -0.5349, atom 99 (C): -0.7240